3 unconnected molecules or ions with the total composition C15H23F16O3P, computed with the ωB97M-V functional and the def2-TZVPD basis.

```
58
Properties=species:S:1:pos:R:3:lowdin_charge:R:1
F -2.8675 -1.5111 -3.5812 0.10
C -3.8087 -1.3514 -2.6282 -0.30
F -4.9041 -0.7975 -3.1985 0.10
C -3.3138 -0.4202 -1.5192 -0.44
F -3.0960 0.8153 -2.0175 0.14
F -4.3578 -0.3321 -0.6448 0.10
C -2.0934 -0.8837 -0.7048 -0.04
O -0.8497 -0.3091 -1.0604 0.05
C -0.0253 -0.8753 -1.9914 -0.54
F -0.4802 -2.0577 -2.4461 0.16
F 1.1700 -1.1028 -1.3914 0.14
C 0.2523 0.0966 -3.1432 -0.28
F -0.8913 0.3984 -3.7864 0.11
F 1.0976 -0.4970 -4.0211 0.08
H -4.0807 -2.3271 -2.2160 0.17
H -2.2686 -0.5166 0.3031 0.13
H -2.0393 -1.9707 -0.6355 0.15
H 0.7088 1.0135 -2.7632 0.16
F -1.1656 -2.5646 5.3376 0.10
C -1.6068 -1.8689 6.4059 -0.31
F -1.3326 -2.5809 7.5218 0.10
C -3.1209 -1.6526 6.3297 -0.44
F -3.7574 -2.8411 6.3869 0.14
F -3.4283 -0.9529 7.4607 0.10
C -3.6647 -0.8147 5.1621 -0.04
O -4.2105 -1.5194 4.0622 0.06
C -3.4582 -1.8903 2.9846 -0.54
F -2.1917 -1.4288 3.0468 0.15
F -4.0228 -1.3463 1.8771 0.13
C -3.4943 -3.4061 2.7677 -0.28
F -2.9667 -4.0472 3.8247 0.11
F -2.7508 -3.6938 1.6688 0.09
H -1.0826 -0.9107 6.4599 0.17
H -4.5181 -0.2851 5.5809 0.15
H -2.9459 -0.0600 4.8424 0.15
H -4.5223 -3.7378 2.6103 0.18
C 3.3136 4.5931 -0.4452 -0.11
O 2.8388 3.3363 0.0053 -0.18
C 2.5533 2.3699 -0.9901 -0.26
C 3.6591 1.3313 -1.1295 -0.18
C 4.9744 1.7851 -1.8071 -0.27
C 5.3051 1.0054 -3.0821 -0.42
P 4.1085 1.3422 -4.5496 0.67
H 4.0986 4.9310 0.2315 0.09
H 3.7029 4.5514 -1.4618 0.07
H 2.5118 5.3383 -0.4243 0.08
H 2.3107 2.8499 -1.9443 0.10
H 1.6479 1.8452 -0.6640 0.11
H 3.8790 1.0235 -0.1065 0.12
H 3.2517 0.4695 -1.6641 0.09
H 5.7907 1.6276 -1.1016 0.10
H 4.9498 2.8468 -2.0561 0.08
H 5.3788 -0.0657 -2.8784 0.07
H 6.2948 1.3284 -3.4208 0.06
H 3.5600 2.4520 -3.8429 -0.03
H 5.2085 1.5843 -5.4222 -0.03
H 3.5512 0.0379 -4.4752 -0.04
H 3.1988 1.6464 -5.6552 -0.10
```

Summary:
Charge: 0
Orbital gap: 8.6 eV
E_tot: -74835.5936 eV
Highest occupied orbital energy: -0.2987 hartree